20
Properties=species:S:1:pos:R:3:nbo_charge:R:1 method="wB97M-V/def2-TZVPD" smiles=OCC1[C@@H]2CCC[C@@H]12 de_lowest_kcal_mol=165.0 homo_ev=-7.98 e_tot_ha=-348.88576 homo_lumo_gap_ha=0.3293 total_charge=0
O 0.17 1.27 -2.32 -0.738
C -0.10 -1.34 -0.60 -0.457
C -0.82 -1.89 0.81 -0.387
C 0.68 2.13 -1.19 -0.102
C -0.86 -0.47 1.86 -0.430
C -0.41 0.50 0.68 -0.203
C 0.81 -0.30 -0.21 -0.347
C 0.69 1.41 0.11 -0.148
H 0.76 0.52 -2.30 0.473
H 1.72 2.04 -1.38 0.191
H 0.60 -2.37 -0.78 0.222
H -0.42 -2.75 1.42 0.207
H 1.52 -0.59 0.45 0.181
H -1.37 0.58 -0.03 0.211
H -2.02 -0.35 2.08 0.228
H 1.53 1.86 0.65 0.229
H -0.17 -0.53 2.76 0.222
H -0.83 -0.71 -1.33 0.260
H 0.21 3.12 -1.10 0.204
H -1.69 -2.12 0.41 0.183